No. 1
{
  "formula": "C6H9N2S",
  "method": "wB97M-V/def2-TZVPD",
  "elements": ["H", "S", "H", "C", "C", "N", "H", "H", "H", "C", "H", "H", "H", "C", "C", "H", "N", "C"],
  "coordinates": [[1.918050, -2.046331, 3.195362], [-0.856271, 2.404203, -2.082774], [3.343572, -1.992461, 2.158399], [-3.194018, 1.213939, -2.352842], [-2.325416, 2.125319, -2.821975], [0.534962, 0.805887, 0.506416], [-4.004586, 0.982302, -3.070771], [-2.600431, 2.399633, -3.899379], [1.572042, 1.028419, 2.349755], [1.293615, 0.320415, 1.551756], [0.788867, -2.266190, -0.013693], [-3.169337, 0.906963, -1.298813], [1.834413, -3.026895, 1.928640], [2.176845, -2.060137, 2.181706], [1.469657, -1.019731, 1.398477], [0.347420, 1.787178, 0.185444], [0.704748, -1.357020, 0.351834], [0.165868, -0.205493, -0.267542]],
  "forces_ev_per_a": [[-0.374, 0.634, 1.702], [0.404, 0.205, 0.043], [-2.214, -0.115, -0.321], [-1.512, 0.045, 0.415], [-0.075, -0.213, -2.285], [-0.692, 0.139, -1.459], [0.287, -0.378, 1.043], [1.117, 0.342, 1.561], [0.135, -0.746, -0.633], [0.822, 1.585, 1.348], [-0.502, -1.080, -0.963], [-0.101, -0.326, -0.686], [-0.018, -1.163, -0.898], [2.530, 0.676, -0.313], [-0.024, 1.108, 1.426], [0.142, -1.242, 0.904], [-1.357, 2.385, -2.801], [1.432, -1.854, 1.916]],
  "homo_lumo_gap_ev": [5.70, 7.18],
  "de_lowest_kcal_mol": 96.9,
  "lumo_energy_ev": [-7.069, -5.623],
  "total_charge": 1
}

***

No. 2
{
  "formula": "C6H9N2Si",
  "method": "wB97M-V/def2-TZVPD",
  "elements": ["H", "H", "H", "H", "Si", "C", "C", "H", "C", "H", "H", "H", "N", "H", "C", "C", "C", "N"],
  "coordinates": [[2.921820, -1.075440, -1.032769], [-2.180054, -2.274036, 0.368747], [3.067601, -1.080355, 0.755772], [0.745016, -2.074902, 0.009974], [0.740486, 1.591242, 0.038676], [2.729639, -0.459982, -0.117963], [-0.824383, -0.563876, 0.172140], [0.804410, 2.319540, -1.295063], [-2.934223, -0.125752, -0.015892], [-4.010141, -0.201248, -0.033719], [3.460856, 0.478524, -0.120070], [1.435780, 1.961315, 1.557188], [1.418350, -0.137537, 0.009743], [-2.652178, 2.018115, -0.472208], [-2.048766, -1.180775, 0.240662], [0.464146, -1.037810, 0.156630], [-2.208705, 1.010213, -0.246808], [-0.929657, 0.832769, 0.024963]],
  "forces_ev_per_a": [[0.042, 0.671, 0.560], [-0.208, 1.097, -0.063], [-0.093, 0.520, -0.730], [-0.177, -0.186, 0.608], [0.036, -1.343, 1.400], [5.791, -0.581, 0.086], [0.982, -0.170, 1.166], [0.398, -0.173, 1.117], [-1.333, -1.327, -0.087], [0.044, 0.100, -0.204], [-1.712, -1.918, -0.154], [-1.402, 0.068, -2.619], [-3.982, 2.094, 0.117], [0.696, -1.185, 0.236], [-0.190, -0.193, -0.479], [1.168, 0.168, -1.110], [-2.322, 3.154, 0.486], [2.262, -0.793, -0.330]],
  "homo_lumo_gap_ev": 8.06,
  "de_lowest_kcal_mol": 0.0,
  "smiles": "C[N+]1=Cc2cccn2[SiH2]1",
  "lumo_energy_ev": -4.773,
  "total_charge": 1
}

***

No. 3
{
  "formula": "C6H9N3",
  "method": "wB97M-V/def2-TZVPD",
  "elements": ["H", "C", "N", "H", "H", "H", "H", "H", "H", "H", "H", "C", "N", "C", "C", "C", "N", "C"],
  "coordinates": [[0.692796, -1.300767, 2.616711], [0.400568, -0.156532, 0.109315], [0.504041, -2.273816, -0.310881], [-1.248235, 1.482026, 0.759932], [-0.260125, 2.407624, 2.167665], [-1.027504, 0.485891, -3.019228], [2.233362, -0.989838, 2.084941], [-0.452546, 1.728346, -1.811339], [1.700479, -2.719269, 1.915081], [-2.039201, 0.859421, -1.696443], [-0.565940, -2.200698, -2.161491], [-0.956437, 0.758069, -1.910394], [0.759287, 1.149413, 1.066981], [1.375339, -1.602769, 1.865031], [-0.343261, -0.301693, -1.055686], [-0.298137, 1.775746, 1.303893], [0.874328, -1.309665, 0.539718], [-0.188365, -1.709185, -1.286372]],
  "forces_ev_per_a": [[-1.119, -0.287, 0.661], [0.336, 4.956, 1.501], [-0.016, -1.568, -0.325], [0.726, 0.791, 0.977], [-0.314, 1.101, -0.013], [0.703, 0.197, 1.415], [0.591, 0.154, -0.280], [-0.221, -0.291, -0.031], [-0.909, 2.082, -0.103], [0.490, 0.304, 0.313], [0.076, -0.618, 0.048], [-1.139, -0.308, -1.421], [-0.241, -4.111, -2.424], [1.628, -1.888, -0.516], [1.291, -0.590, 0.327], [-1.530, -1.074, -0.511], [-0.363, -0.644, -0.373], [0.009, 1.795, 0.755]],
  "homo_lumo_gap_ev": 9.76,
  "de_lowest_kcal_mol": 43.1,
  "smiles": "C=Nc1c(C)cnn1C",
  "lumo_energy_ev": 0.948,
  "total_charge": 0
}

***

No. 4
{
  "formula": "C6H9N3",
  "method": "wB97M-V/def2-TZVPD",
  "elements": ["H", "H", "C", "N", "C", "H", "H", "H", "C", "N", "C", "H", "H", "N", "C", "H", "H", "C"],
  "coordinates": [[-1.565702, -1.007045, 0.933573], [0.324832, -2.432260, 0.965179], [0.466749, 0.591703, -0.014932], [-0.707761, 0.183111, -0.510430], [0.369110, -1.759770, 0.154361], [-1.920910, -1.442191, -0.625690], [2.429298, 0.849509, 1.745607], [2.820629, -1.054104, 1.767960], [1.221105, -0.498173, 0.558348], [-1.480357, 1.987279, -1.847837], [2.272196, -0.234966, 1.378090], [-0.488509, 2.073398, -2.095278], [0.239790, 2.494935, -0.193642], [0.892519, 1.799488, 0.032542], [-1.007020, -1.068188, 0.021192], [0.673317, -2.354248, -0.698425], [-2.850432, 0.882808, -0.536549], [-1.688854, 0.988715, -1.034070]],
  "forces_ev_per_a": [[0.314, 0.223, 1.375], [0.061, -0.876, 1.018], [1.752, 4.226, 0.260], [-1.170, 0.311, -0.706], [0.093, 0.934, 0.663], [2.368, -0.464, 0.624], [-0.004, -2.028, -1.072], [0.591, -0.428, 0.544], [0.613, -1.041, 0.219], [-0.755, -1.859, 1.661], [-1.989, 1.057, -0.523], [-0.232, -0.306, -0.010], [-1.189, 0.962, -0.747], [1.457, -1.368, 0.862], [-3.057, -2.663, -1.648], [0.169, 0.438, -0.473], [3.328, -0.081, -1.661], [-2.350, 2.961, -0.386]],
  "homo_lumo_gap_ev": 9.31,
  "de_lowest_kcal_mol": 46.7,
  "smiles": "[H]/N=C\\N1CCC(=C)/C1=N/[H]",
  "lumo_energy_ev": 0.308,
  "total_charge": 0
}

***

No. 5
{
  "formula": "C6H9N3",
  "method": "wB97M-V/def2-TZVPD",
  "elements": ["H", "N", "H", "C", "C", "H", "H", "H", "C", "N", "N", "H", "C", "H", "H", "C", "H", "C"],
  "coordinates": [[-3.045103, 1.794728, 1.196142], [-2.280590, -0.241947, 1.093077], [-0.508884, 2.098001, -2.162306], [2.340451, -1.058839, 2.098386], [-0.009845, 1.243785, -2.538299], [1.040363, 1.374345, -2.555987], [2.342822, -2.392701, 0.375830], [-0.409489, 0.826577, -3.551011], [-2.317608, 1.140761, 0.828957], [-0.895909, 0.387450, -0.568507], [-1.591133, 1.473406, -0.203886], [3.177816, -1.412976, 2.662036], [1.820135, -1.598599, 1.030395], [-0.917142, -1.671196, 0.261845], [0.832564, -1.252201, 0.809243], [-0.090758, 0.128219, -1.577644], [1.880639, -0.165042, 2.522881], [-1.368332, -0.673773, 0.278842]],
  "forces_ev_per_a": [[-0.677, 0.821, 0.927], [0.867, 0.222, -0.027], [-0.603, 1.161, -0.263], [0.198, 0.895, 1.241], [-0.887, -1.747, -0.868], [1.256, 0.523, -0.842], [-1.207, 1.145, 1.383], [0.903, 0.937, 1.675], [0.903, -2.020, -2.714], [-1.102, -2.896, 2.200], [-0.561, 2.296, 0.704], [0.810, -0.090, -0.286], [0.704, -1.668, -1.462], [-0.551, 0.521, -0.354], [0.141, 0.118, -0.927], [-0.044, -0.507, -0.967], [-0.255, -0.417, 0.182], [0.107, 0.704, 0.396]],
  "homo_lumo_gap_ev": 8.55,
  "de_lowest_kcal_mol": 98.4,
  "lumo_energy_ev": -0.374,
  "total_charge": 0
}

***

No. 6
{
  "formula": "C6H9N3",
  "method": "wB97M-V/def2-TZVPD",
  "elements": ["H", "H", "C", "C", "N", "C", "H", "H", "C", "H", "N", "H", "C", "H", "C", "H", "N", "H"],
  "coordinates": [[-0.756649, -1.227542, -2.407953], [2.109731, -3.816214, -1.635588], [0.359552, -0.810528, 0.887790], [0.999575, 0.027693, -2.500239], [1.523773, 0.924296, -2.940722], [-0.495535, 1.310593, 1.111915], [0.347110, 1.508631, 1.928923], [0.309096, -1.871053, 0.769470], [0.308954, -1.092074, -2.130265], [-1.777886, 1.908919, 2.822158], [1.544227, -3.077724, -1.142705], [-0.146734, 1.828695, 0.243564], [-1.772992, 2.004429, 1.751292], [1.275374, -0.324386, 1.265310], [0.963025, -2.194119, -1.740647], [-1.431347, 3.062308, 1.693101], [-0.673393, -0.097403, 0.730354], [-2.685879, 1.935480, 1.294241]],
  "forces_ev_per_a": [[0.734, 0.534, 0.435], [-0.283, 0.501, 0.213], [-0.208, 0.979, 0.796], [-2.945, -3.876, 1.361], [2.637, 4.316, -1.742], [-0.193, 0.227, 2.260], [-1.378, -0.825, -1.617], [0.152, -0.530, -0.351], [-3.565, 4.085, -1.459], [-0.430, -0.867, 0.404], [-0.319, -0.158, 0.381], [-0.135, 0.532, -0.708], [4.599, 1.540, 0.239], [0.025, -0.549, -0.069], [3.769, -5.396, 0.621], [-0.611, -0.210, -0.208], [0.301, 0.329, 0.637], [-2.150, -0.631, -1.193]],
  "homo_lumo_gap_ev": [6.27, 7.11],
  "multiplicity": 3,
  "s_squared": 2.02,
  "de_lowest_kcal_mol": 47.6,
  "lumo_energy_ev": [0.736, -2.875],
  "total_charge": 0
}

***

No. 7
{
  "formula": "C6H9N3",
  "method": "wB97M-V/def2-TZVPD",
  "elements": ["C", "C", "H", "N", "H", "H", "H", "C", "H", "H", "H", "C", "N", "C", "C", "H", "H", "N"],
  "coordinates": [[2.232391, 1.099684, -0.896954], [2.258302, -0.804122, 0.652611], [-3.556015, -0.338473, -0.351095], [-1.702236, -0.470485, 0.372733], [-2.511151, -2.353095, 0.157683], [3.189024, 0.628875, -1.217727], [-2.332545, 1.005667, -0.981198], [1.907377, 0.626879, 0.498058], [2.347749, 1.213499, 1.200341], [2.478314, 2.173713, -0.902971], [-2.980774, 0.966208, 0.686728], [-1.598829, -1.728213, 0.300180], [0.541935, 0.553993, 0.676413], [-0.530342, 0.180999, 0.497603], [-2.790693, 0.387922, -0.132340], [1.381207, 0.905850, -1.674241], [-0.630159, -2.103093, 0.552277], [2.296437, -1.945811, 0.561907]],
  "forces_ev_per_a": [[1.031, 0.784, -4.203], [0.222, 5.310, -0.119], [-0.640, 0.456, -0.553], [3.652, 7.847, -0.469], [1.012, 0.563, 0.167], [-0.760, 0.128, 0.002], [-1.327, -0.996, 0.910], [-1.483, -4.141, -0.773], [1.830, 2.108, 2.320], [-0.464, -0.228, 0.413], [-1.360, 1.938, 1.830], [-1.037, -6.947, 0.003], [0.786, 1.602, 1.709], [-5.030, -2.350, -0.509], [1.336, -0.730, -2.177], [1.644, 0.050, 1.638], [0.094, -0.912, -0.015], [0.494, -4.483, -0.175]],
  "homo_lumo_gap_ev": [6.66, 4.69],
  "multiplicity": 3,
  "s_squared": 2.02,
  "de_lowest_kcal_mol": 71.5,
  "lumo_energy_ev": [-9.501, -16.192],
  "total_charge": 2
}

***

No. 8
{
  "formula": "C6H9N3O",
  "method": "wB97M-V/def2-TZVPD",
  "elements": ["C", "C", "O", "N", "N", "C", "C", "H", "C", "H", "H", "H", "H", "H", "H", "C", "H", "N", "H"],
  "coordinates": [[0.027894, 2.013470, 2.507669], [1.878990, 0.683446, -1.534618], [-1.466847, -0.682385, 1.688488], [-0.915733, -1.311574, -0.512310], [-0.105569, 2.071406, 1.109646], [-1.361313, -2.477459, -1.258847], [0.694477, 0.500583, -0.715465], [-2.304853, -2.309297, -1.813481], [-1.003923, -1.367111, 0.815330], [-1.764179, -3.263966, -0.520034], [0.171191, 3.049702, 2.828700], [2.115571, -0.285393, -2.097899], [-0.662056, -2.903821, -1.970179], [0.806018, 1.426520, 2.827270], [-0.924548, 1.631275, 2.817068], [0.275890, 1.306048, 0.236483], [1.836306, 1.540330, -2.259561], [0.027809, -0.716175, -1.187571], [2.674875, 1.094400, -0.960689]],
  "forces_ev_per_a": [[-1.272, 1.924, -0.176], [1.396, 0.711, -2.333], [0.669, -0.636, -1.501], [0.069, -0.125, -2.523], [0.150, -0.590, -3.364], [-2.960, -2.228, 1.057], [-2.220, -2.863, -0.752], [0.597, 0.762, 0.064], [-0.806, 0.339, 4.059], [1.181, 0.942, -0.872], [-0.179, -0.274, 0.397], [-0.080, 1.581, 1.011], [0.507, 0.301, 0.453], [1.905, -1.620, 0.870], [-0.417, -0.120, 0.814], [-0.423, 0.814, 2.099], [-0.711, -0.923, 0.034], [1.417, 2.521, -0.130], [1.175, -0.515, 0.795]],
  "homo_lumo_gap_ev": [7.52, 7.39],
  "de_lowest_kcal_mol": 143.4,
  "lumo_energy_ev": [-0.067, 0.075],
  "total_charge": 0
}

***

No. 9
{
  "formula": "C6H9N3O2",
  "method": "wB97M-V/def2-TZVPD",
  "elements": ["C", "C", "C", "C", "O", "N", "N", "H", "H", "H", "C", "H", "H", "H", "O", "H", "H", "H", "C", "N"],
  "coordinates": [[0.719179, -0.105122, 1.647370], [2.583547, 0.278111, -0.346037], [0.295744, -0.958980, 0.443874], [-2.133060, -0.518269, 0.239834], [-2.113426, 0.443972, 0.978794], [1.133028, -2.081424, 0.205421], [-3.290635, -1.065469, -0.237045], [0.678404, 0.867429, -1.540310], [3.485054, 0.822321, 0.037790], [-0.091029, 0.493251, 1.968214], [1.277615, 0.189476, 0.344726], [-3.977793, -0.442188, -0.034295], [-0.726761, -1.894075, -0.789029], [2.849243, -0.450141, -1.002334], [0.622461, -2.926323, -0.499885], [1.373315, -0.606543, 2.327244], [-3.223967, -1.444063, -1.252445], [1.240262, 2.253413, -0.454563], [1.321233, 1.182733, -0.693852], [-0.972092, -0.984218, -0.333669]],
  "forces_ev_per_a": [[0.060, -0.494, -0.761], [-0.701, 3.558, 1.216], [-0.357, 0.529, -1.077], [0.797, 0.399, -1.093], [-0.303, -0.111, 0.765], [-0.782, -0.619, 0.677], [2.435, -2.936, -2.851], [0.728, 0.442, 0.241], [-1.250, -0.546, 0.183], [-0.522, 0.504, 0.595], [0.620, 0.147, 0.695], [-2.894, 1.799, 0.228], [-1.971, 0.241, -0.103], [0.476, -1.983, -1.917], [0.387, -0.179, -0.330], [0.046, -0.168, 0.563], [-0.420, 0.968, 2.654], [0.463, -0.608, -0.056], [-0.296, 0.002, -0.982], [3.485, -0.944, 1.354]],
  "homo_lumo_gap_ev": 9.52,
  "de_lowest_kcal_mol": 123.1,
  "smiles": "NC(=O)N[C@]1(N=O)CC12CC2",
  "lumo_energy_ev": 0.044,
  "total_charge": 0
}

***

No. 10
{
  "formula": "C6H9N3O2",
  "method": "wB97M-V/def2-TZVPD",
  "elements": ["O", "H", "N", "C", "C", "H", "C", "C", "H", "H", "H", "H", "N", "C", "O", "C", "H", "N", "H", "H"],
  "coordinates": [[-3.019437, -1.120206, 0.155950], [-2.729640, 1.495049, 1.006865], [2.270242, 1.166739, -0.167450], [1.049753, 0.314309, 0.279704], [-0.178685, 1.192419, 0.339083], [-0.195297, 2.269102, -0.094262], [-1.736371, -0.840868, -0.119160], [3.324806, 0.373356, -0.289812], [-3.513121, -0.311770, 0.021105], [4.278349, 0.828120, -0.495624], [1.152050, -1.850925, 0.270425], [-2.515907, 2.520870, -0.204017], [-2.685346, 1.517830, -0.000447], [-1.450445, 0.669892, -0.438062], [-0.993373, -1.743150, -0.256419], [1.583853, -0.909705, 0.324272], [-1.437724, 0.671401, -1.512604], [3.009279, -0.851469, 0.161034], [3.628969, -1.583199, -0.121566], [-0.281886, 1.240071, 1.405314]],
  "forces_ev_per_a": [[-0.031, -0.177, 0.261], [0.076, -0.124, 0.387], [-0.990, -0.818, 0.359], [4.876, 3.665, -3.254], [-1.028, -0.298, -1.881], [1.547, -1.792, 0.924], [-1.918, 1.324, -0.691], [-3.275, 2.548, 1.701], [-0.599, 0.732, 0.053], [0.341, -0.597, -0.160], [-0.736, -1.402, 0.564], [-0.095, -0.971, -0.184], [1.466, -0.374, -0.967], [-1.278, -0.181, 3.220], [1.761, -0.938, 0.009], [1.611, -0.067, 0.116], [0.636, 0.488, -0.464], [-0.706, -0.445, -0.903], [-0.345, -0.966, 0.274], [-1.312, 0.396, 0.635]],
  "homo_lumo_gap_ev": 9.75,
  "de_lowest_kcal_mol": 56.2,
  "smiles": "N[C@@H](Cc1c[nH]cn1)C(=O)O",
  "lumo_energy_ev": 0.699,
  "total_charge": 0
}